Molecular formula: C29H48NP3S2Yb
Method: DFT, the ωB97M-V functional and the def2-TZVPD basis

XYZ file:
```
84
Properties=species:S:1:pos:R:3:forces:R:3
H -3.698 2.708 -1.423 0.1 -0.1 0.0
H -3.923 -1.873 2.874 0.1 0.0 0.2
C -0.846 2.645 4.849 0.4 -0.5 -0.1
H -3.710 2.845 1.266 0.1 -0.2 0.0
C 2.217 2.356 -0.782 0.0 0.0 -0.3
H 2.678 -3.494 6.377 -0.2 0.2 -0.2
H 2.883 1.974 -0.002 0.0 0.0 -0.2
C -0.537 3.820 5.537 -0.2 -0.1 0.0
P -1.952 1.726 -0.009 -0.4 0.6 -0.1
C 1.170 -0.710 -8.307 -0.5 -0.3 -1.1
H 2.315 1.674 3.961 -0.1 0.3 0.4
H 0.740 0.283 -8.428 0.0 -0.3 -0.3
C -2.002 -3.509 1.036 -0.2 -0.1 0.1
C -3.124 1.926 1.389 0.0 0.1 0.0
H 2.801 2.828 -1.575 0.1 0.1 0.2
C 0.214 1.876 4.340 -0.6 0.5 0.0
H 3.068 -2.401 -6.028 -0.1 -0.2 -0.3
C -3.840 -1.571 -0.001 -0.2 -0.2 0.1
C -3.059 1.822 -1.470 0.0 0.0 0.1
H 0.433 -1.518 -10.161 0.1 0.0 0.2
H -2.467 1.852 -2.386 0.0 0.1 0.0
H -1.450 -2.304 -1.691 0.8 -0.3 -0.1
C 2.023 -1.193 3.958 0.4 0.0 0.1
C 1.833 3.462 5.104 0.5 -0.2 -0.2
H 1.415 1.259 -6.469 0.1 -0.3 -0.1
C 1.008 -1.715 -9.259 -0.2 1.3 0.5
H -2.933 -0.388 2.974 -0.2 -0.1 0.0
C 1.910 -0.966 -7.132 -0.1 0.9 0.5
H -0.174 -1.349 -2.594 0.2 -0.7 0.3
H -3.805 1.079 1.472 0.0 0.1 -0.1
H 3.781 -2.350 4.426 -0.7 0.0 0.3
H 2.132 -0.947 -2.709 0.0 0.1 -0.1
C -0.371 -2.081 -1.789 -0.7 0.4 -0.5
C 0.739 -0.857 4.344 -0.3 -0.6 0.5
H 1.454 -3.761 -9.804 0.0 0.3 0.2
Yb -0.115 -0.434 0.286 -0.4 0.3 0.5
H 3.224 0.464 -2.857 0.0 -0.2 0.1
H -0.951 -1.238 5.614 0.4 -0.2 0.2
H -0.139 0.836 -3.445 0.1 0.0 0.0
C 2.572 -0.100 -2.180 0.2 0.2 -0.2
H 0.299 -2.958 6.985 0.4 0.2 -0.5
H 0.310 -3.082 -0.016 0.0 0.0 -0.8
H -2.572 1.987 2.331 0.0 0.1 -0.1
H -0.274 2.427 -2.710 0.2 0.0 0.0
C 1.584 -2.976 -9.055 0.0 -0.2 -0.2
H -1.742 -3.850 0.033 -0.2 -0.1 0.0
H -1.954 4.170 0.047 0.2 -0.1 0.0
H 2.778 -4.211 -7.731 -0.1 0.2 -0.1
C 0.796 -2.466 6.133 -0.2 0.1 0.1
H -4.546 -2.343 0.317 -0.2 0.2 -0.2
H 1.552 3.082 -0.314 0.1 0.0 -0.1
H 1.041 5.122 6.220 -0.1 -0.3 -0.2
H 1.594 -2.127 -0.919 -0.6 -0.5 -0.4
N 0.697 0.543 2.071 0.3 0.8 0.1
C 2.327 -3.235 -7.897 0.5 0.6 1.2
C -1.182 3.393 0.006 -0.1 0.0 0.1
C 1.533 2.284 4.421 0.2 0.2 0.2
H -1.355 4.411 5.975 0.6 -0.2 -0.2
H -2.871 -4.054 1.422 0.3 -0.1 -0.1
C 0.549 -2.496 -0.924 0.7 -0.3 0.6
C 2.737 -2.135 4.706 0.2 0.1 -0.3
H 1.183 2.005 -3.673 -0.2 0.2 0.0
H -0.546 3.567 -0.861 -0.1 0.0 0.0
P 1.266 0.975 -1.496 0.5 0.5 -0.2
H -1.134 -3.700 1.675 -0.2 0.0 0.1
C 0.434 1.636 -2.967 0.2 0.0 -0.3
H -3.685 0.929 -1.526 0.0 0.1 0.0
H -2.222 -1.912 3.460 -0.1 -0.1 -0.2
C 2.494 -2.235 -6.941 0.3 -1.1 -0.1
C -2.920 -1.455 2.751 -0.3 0.1 0.0
H -3.568 -1.728 -1.049 -0.1 -0.1 0.1
S 2.114 0.250 -5.900 0.0 -0.9 -0.9
P -2.358 -1.721 1.038 -0.4 -0.3 0.5
C 2.123 -2.762 5.787 -0.1 -0.1 0.2
H 2.892 3.759 5.195 -0.8 0.0 0.0
S -0.144 0.393 3.432 0.2 0.0 0.6
C 0.803 4.213 5.666 -0.3 0.2 0.2
H -0.552 3.471 0.894 0.0 0.1 0.1
H -4.296 -0.581 0.070 0.0 -0.2 0.1
H 2.456 -0.700 3.084 0.0 -0.3 0.4
H 1.467 1.187 2.214 0.1 -0.1 0.0
C 0.088 -1.513 5.400 0.2 0.3 -0.3
H -1.868 2.279 4.696 0.3 0.3 0.3
H 3.162 -0.512 -1.357 0.1 0.2 -0.1
```
Forces are in eV/Å.

Computed properties:
Spin multiplicity = 2
Maximum force = 0.02794 hartree/bohr
E = -4166.749932 a.u.
Charge = +3
<S²> = 0.7716
E_HOMO (spin up / spin down) = -14.77 / -14.77 eV